The following is a quantum chemistry calculation of a 10-piece molecular cluster, C36H98N6O16 overall at a distorted geometry, from the Open Molecules 2025 dataset.

Cartesian coordinates (Å):
C -5.99666 -1.58072 3.36816
O -5.13163 -2.61607 2.89099
C -4.61453 -2.30131 1.59264
C -3.53364 -3.44644 1.25000
N -2.43862 -2.89518 0.39192
C -1.40037 -3.87776 0.02775
C -1.91620 -4.86909 -1.07167
O -2.24945 -4.08931 -2.24063
C -1.96854 -4.78076 -3.46863
H -5.50301 -0.63874 3.60708
H -6.40631 -1.93876 4.31267
H -6.88492 -1.31010 2.79730
H -4.27729 -1.26961 1.69247
H -5.50043 -2.10881 0.98749
H -4.15227 -4.20493 0.77033
H -3.12972 -3.95809 2.12359
H -2.75630 -2.42701 -0.44474
H -0.94625 -4.36116 0.89272
H -0.61786 -3.42843 -0.58372
H -2.75365 -5.38887 -0.60627
H -1.24361 -5.72552 -1.11914
H -2.48154 -5.74250 -3.46775
H -0.90592 -4.92699 -3.66238
H -2.42366 -4.18944 -4.26318
C -2.57630 -1.64407 -6.27937
O -2.42883 -0.58281 -7.16285
C -1.37778 -0.78875 -8.11843
C -1.36461 0.02908 -9.42956
N -0.18500 -0.36908 -10.25193
C -0.36249 0.13603 -11.59585
C 0.95806 -0.02088 -12.47040
O 1.70462 1.20002 -12.27722
C 2.94807 1.18665 -12.99087
H -3.20503 -1.47855 -5.40449
H -1.60302 -1.95984 -5.90374
H -3.09712 -2.48376 -6.73956
H -1.49926 -1.73447 -8.64659
H -0.40097 -0.62397 -7.66370
H -1.40530 1.10265 -9.24542
H -2.32743 -0.13945 -9.91190
H 0.69752 -0.04034 -9.88698
H -0.92499 1.06548 -11.68422
H -1.06974 -0.56541 -12.03844
H 0.72428 -0.09747 -13.53228
H 1.49583 -0.91973 -12.16879
H 3.31354 2.17711 -12.71973
H 2.87541 1.07385 -14.07258
H 3.53658 0.39841 -12.52138
C 4.86996 -8.45006 1.67041
O 4.51629 -7.29560 2.52396
C 5.54909 -6.93479 3.47303
C 5.18533 -5.69186 4.36411
N 5.03009 -4.54869 3.46529
C 4.72495 -3.25751 4.11347
C 3.51043 -2.46904 3.50478
O 2.26566 -3.27462 3.41442
C 1.16867 -2.52435 2.82909
H 4.43798 -8.16605 0.71081
H 4.49355 -9.39467 2.06300
H 5.94868 -8.51359 1.52751
H 6.44972 -6.75604 2.88563
H 5.70966 -7.87208 4.00577
H 6.08251 -5.62806 4.97981
H 4.30939 -5.79964 5.00381
H 4.37925 -4.82995 2.74599
H 5.49271 -2.49592 3.97696
H 4.56247 -3.49317 5.16521
H 3.73005 -2.33090 2.44611
H 3.42811 -1.55245 4.08889
H 1.55433 -2.17188 1.87247
H 0.96778 -1.63049 3.41965
H 0.24973 -3.01464 2.50776
C 4.14032 1.26358 1.69215
O 3.33863 2.16587 1.02937
C 4.03173 2.89175 0.01110
C 2.89064 3.61365 -0.82020
N 3.59543 4.62795 -1.69243
C 2.54519 5.52694 -2.22348
C 3.24021 6.72538 -3.03331
O 2.07465 7.39027 -3.55971
C 2.28768 8.30305 -4.59810
H 4.32669 0.51930 0.91793
H 3.58614 0.73843 2.47011
H 5.08065 1.67059 2.06391
H 4.56572 2.21521 -0.65617
H 4.77728 3.58456 0.40128
H 2.22443 3.94324 -0.02293
H 2.29778 2.86740 -1.34910
H 4.22039 5.21869 -1.16277
H 2.09340 5.92373 -1.31434
H 1.87061 4.91599 -2.82329
H 3.90719 6.26543 -3.76247
H 3.97820 7.31520 -2.48964
H 3.00143 7.88901 -5.31030
H 2.74704 9.17928 -4.14059
H 1.32489 8.47226 -5.08029
C 2.74846 3.13892 6.41401
O 1.51458 2.91297 7.06736
C 0.51033 3.90250 6.81393
C -0.77123 3.85481 7.76912
N -1.71853 2.81107 7.33064
C -1.26865 1.46243 7.66845
C -2.47496 0.52623 7.28893
O -3.77364 0.98120 7.56184
C -4.79487 -0.01606 7.41986
H 2.67901 2.91625 5.34925
H 3.39302 2.30538 6.69303
H 3.33354 4.00914 6.71148
H 0.29209 3.94512 5.74685
H 0.96649 4.88186 6.95844
H -1.17887 4.85597 7.62910
H -0.34288 3.75219 8.76616
H -2.37531 2.99712 8.07503
H -1.03764 1.34723 8.72744
H -0.38850 1.15003 7.10645
H -2.33630 -0.51010 7.59696
H -2.40130 0.29330 6.22666
H -4.60789 -0.74908 8.20462
H -4.76222 -0.57948 6.48734
H -5.83360 0.26025 7.60093
C -4.22073 -0.80359 -2.43127
O -3.35440 0.01018 -1.65207
C -1.94965 -0.15427 -1.90276
C -1.10785 1.10977 -1.57786
N -1.01378 1.32632 -0.15548
C -0.04576 0.49062 0.52926
C 0.09023 0.99610 2.02343
O -1.16659 1.13140 2.70252
C -1.01772 1.87142 3.94833
H -4.66536 -1.52707 -1.74792
H -3.59280 -1.24816 -3.20337
H -4.93567 -0.22086 -3.01212
H -1.75635 -0.41592 -2.94309
H -1.75984 -1.11067 -1.41556
H -1.73738 1.97613 -1.78091
H -0.26784 1.25551 -2.25700
H -1.95024 1.18777 0.19659
H 0.92356 0.67803 0.06734
H -0.17654 -0.59046 0.48155
H 0.70788 1.88288 1.88121
H 0.62959 0.29712 2.66266
H -1.89236 1.76663 4.59030
H -0.78049 2.93273 3.87448
H -0.24373 1.44390 4.58571
O -3.14874 3.77795 5.30400
H -2.83103 3.20277 6.00003
H -2.42642 4.38601 5.14670
O -1.53055 4.14452 0.94495
H -1.30417 3.36773 0.43352
H -1.54490 3.83891 1.85194
O -2.54573 -1.38493 3.77212
H -2.37775 -0.75938 3.06734
H -3.34208 -1.84233 3.50227
O -3.60967 2.69531 -4.04200
H -3.83554 2.24473 -3.22825
H -3.54709 3.61821 -3.79592

Properties
* gap between HOMO and LUMO: 9.169 eV
* SMILES: COCCNCCOC.COCCNCCOC.COCCNCCOC.COCCNCCOC.COCCNCCOC.COCCNCCOC.O.O.O.O

Here are the Mulliken charges for atoms 1 to 2, given in e: number 1, C, carries -0.736; number 2, O, carries -0.482